# 1
{"formula": "C26H49N5O", "method": "ωB97M-V with the def2-TZVPD basis set", "homo_ev": -4.045, "multiplicity": 1, "species": ["C", "C", "C", "C", "C", "C", "C", "C", "C", "C", "C", "C", "C", "C", "C", "N", "C", "N", "N", "C", "N", "C", "C", "C", "C", "N", "C", "C", "C", "C", "H", "H", "H", "H", "H", "H", "H", "H", "H", "H", "H", "H", "H", "H", "H", "H", "H", "H", "H", "H", "H", "H", "H", "H", "H", "H", "H", "H", "H", "H", "H", "H", "H", "H", "H", "H", "H", "H", "H", "H", "H", "H", "H", "H", "H", "H", "C", "O", "H", "H", "H"], "coordinates": [[2.35, -3.60, 1.29], [3.02, -4.19, -0.02], [3.15, -3.08, -1.16], [3.78, -1.73, -0.61], [4.93, -1.13, -1.54], [6.25, -0.71, -0.76], [6.21, 0.78, -0.23], [4.73, 1.22, 0.18], [4.81, 2.50, 1.10], [3.81, 3.65, 0.69], [2.40, 3.03, 0.36], [1.93, 2.10, 1.61], [0.36, 2.20, 1.72], [-0.29, 1.02, 0.85], [-1.77, 1.31, 0.42], [-1.94, 2.29, -0.67], [-1.13, 2.68, -1.74], [0.11, 2.21, -2.01], [-1.72, 3.63, -2.57], [-2.97, 3.83, -1.96], [-3.05, 3.02, -0.85], [-4.31, 3.10, -0.08], [-5.02, 1.71, 0.20], [-4.88, 0.65, -0.96], [-4.97, -0.80, -0.29], [-6.10, -1.60, -0.80], [-6.89, -2.26, 0.12], [-7.97, -3.01, -0.51], [-7.70, -2.74, -1.97], [-6.53, -1.86, -2.11], [2.19, -4.44, 2.01], [3.04, -2.87, 1.82], [1.40, -3.04, 1.05], [4.03, -4.64, 0.16], [2.34, -5.01, -0.39], [2.08, -2.87, -1.48], [3.67, -3.48, -2.07], [4.16, -1.85, 0.43], [2.94, -0.97, -0.60], [5.23, -1.98, -2.23], [4.54, -0.32, -2.21], [7.12, -0.80, -1.46], [6.37, -1.41, 0.12], [6.52, 1.47, -1.07], [6.84, 0.90, 0.69], [4.29, 0.38, 0.78], [4.15, 1.36, -0.77], [5.85, 2.93, 1.06], [4.53, 2.20, 2.15], [3.67, 4.37, 1.55], [4.14, 4.27, -0.19], [2.39, 2.35, -0.53], [1.60, 3.82, 0.21], [2.24, 1.05, 1.33], [2.46, 2.47, 2.53], [0.09, 1.97, 2.80], [-0.07, 3.21, 1.48], [0.38, 0.69, 0.01], [-0.34, 0.14, 1.56], [-2.27, 1.77, 1.33], [-2.37, 0.37, 0.22], [0.34, 1.26, -2.26], [0.87, 2.89, -1.99], [-3.79, 4.50, -2.27], [-5.02, 3.72, -0.71], [-4.19, 3.66, 0.89], [-6.10, 1.86, 0.48], [-4.54, 1.30, 1.14], [-3.88, 0.69, -1.48], [-5.71, 0.70, -1.72], [-3.99, -1.36, -0.41], [-5.13, -0.73, 0.83], [-6.81, -2.25, 1.23], [-8.79, -3.61, -0.07], [-8.28, -3.11, -2.85], [-6.07, -1.47, -3.04], [-0.53, -4.82, 2.86], [-0.16, -3.62, 3.32], [-1.62, -5.08, 2.91], [-0.31, -5.04, 1.79], [-0.08, -5.72, 3.36]]}


# 2
{"formula": "C5H7NO2", "method": "ωB97M-V with the def2-TZVPD basis set", "homo_ev": [-8.505, -9.153], "de_lowest_kcal_mol": 174.3, "multiplicity": 1, "species": ["C", "C", "C", "C", "C", "N", "O", "O", "H", "H", "H", "H", "H", "H", "H"], "coordinates": [[0.38, 0.23, 2.18], [-0.74, -2.70, 0.57], [1.05, 0.98, -1.33], [-0.34, 1.58, -0.91], [-0.91, 1.00, 0.26], [-0.24, 0.64, 1.28], [-0.25, -2.49, 1.70], [-1.18, -3.78, 0.16], [0.42, -0.31, 3.21], [0.86, -0.15, -1.35], [1.97, 1.20, -0.80], [1.25, 1.21, -2.49], [-0.25, 2.73, -0.66], [-0.94, 1.60, -1.80], [-1.09, -1.74, -0.02]]}


# 3
{"formula": "C35H48Br2CsN3O2S2Si", "method": "ωB97M-V with the def2-TZVPD basis set", "homo_ev": -7.703, "de_lowest_kcal_mol": 29.0, "multiplicity": 1, "species": ["Cs", "N", "S", "C", "C", "C", "C", "C", "C", "C", "C", "C", "C", "C", "C", "H", "H", "H", "H", "H", "H", "H", "H", "H", "H", "H", "C", "N", "C", "C", "N", "C", "S", "H", "H", "H", "H", "H", "H", "C", "C", "C", "C", "Si", "Br", "C", "C", "C", "C", "C", "C", "C", "C", "H", "H", "H", "H", "H", "H", "H", "H", "H", "H", "H", "H", "H", "H", "H", "H", "H", "H", "H", "H", "H", "H", "H", "H", "H", "H", "H", "Br", "C", "C", "C", "C", "C", "C", "C", "O", "O", "H", "H", "H", "H"], "coordinates": [[-0.42, 0.37, -0.15], [2.17, -0.02, -0.03], [3.24, -0.29, -1.13], [4.57, 0.95, -0.98], [5.81, 0.74, -1.57], [6.83, 1.65, -1.33], [6.61, 2.74, -0.50], [5.35, 2.95, 0.05], [4.33, 2.05, -0.19], [4.29, -1.69, -0.61], [4.97, -1.62, 0.60], [5.76, -2.69, 1.00], [5.87, -3.81, 0.19], [5.18, -3.88, -1.01], [4.39, -2.81, -1.42], [2.57, 0.09, 0.91], [5.98, -0.12, -2.20], [7.81, 1.49, -1.76], [7.41, 3.43, -0.29], [5.18, 3.81, 0.69], [3.34, 2.19, 0.25], [4.88, -0.75, 1.23], [6.30, -2.63, 1.93], [6.47, -4.65, 0.51], [5.26, -4.75, -1.64], [3.85, -2.85, -2.36], [1.73, -0.53, 6.71], [0.57, -0.08, 5.98], [-0.74, -0.11, 6.45], [-1.53, 0.36, 5.47], [-0.70, 0.68, 4.41], [0.60, 0.40, 4.71], [1.93, 0.61, 3.74], [1.59, -0.35, 7.77], [2.60, 0.02, 6.35], [1.92, -1.59, 6.54], [-0.98, -0.46, 7.44], [-2.59, 0.50, 5.43], [-0.99, 1.01, 3.51], [-2.69, 5.65, 0.03], [-1.49, 5.94, -0.88], [-1.62, 7.39, -1.38], [-1.61, 4.99, -2.08], [0.17, 5.71, 0.06], [0.50, 3.43, 0.16], [0.13, 6.23, 1.92], [-0.80, 5.32, 2.74], [-0.35, 7.68, 2.06], [1.53, 6.11, 2.54], [1.72, 6.34, -0.91], [3.01, 5.63, -0.46], [1.90, 7.85, -0.71], [1.58, 6.06, -2.42], [-3.61, 5.74, -0.55], [-2.77, 6.36, 0.86], [-2.66, 4.63, 0.43], [-2.59, 7.53, -1.86], [-0.85, 7.64, -2.11], [-1.56, 8.11, -0.55], [-2.57, 5.16, -2.57], [-1.59, 3.94, -1.76], [-0.82, 5.14, -2.81], [-1.85, 5.42, 2.45], [-0.72, 5.60, 3.80], [-0.52, 4.27, 2.65], [-1.37, 7.81, 1.69], [0.29, 8.38, 1.53], [-0.35, 7.96, 3.12], [1.92, 5.09, 2.45], [1.47, 6.35, 3.61], [2.23, 6.81, 2.09], [3.22, 5.77, 0.60], [3.86, 6.04, -1.03], [2.96, 4.56, -0.66], [2.12, 8.09, 0.33], [1.01, 8.41, -1.01], [2.74, 8.21, -1.32], [1.44, 4.99, -2.61], [2.50, 6.36, -2.93], [0.75, 6.61, -2.87], [-7.15, 1.18, -3.93], [-6.52, 0.70, -2.20], [-7.43, 0.33, -1.23], [-6.96, -0.02, 0.03], [-5.60, 0.03, 0.31], [-4.70, 0.40, -0.68], [-5.16, 0.74, -1.95], [-3.20, 0.46, -0.41], [-2.44, 0.68, -1.38], [-2.82, 0.29, 0.78], [-8.49, 0.31, -1.46], [-7.66, -0.32, 0.79], [-5.21, -0.23, 1.28], [-4.44, 1.02, -2.70]]}


Please write out number 2 again, unchanged.
{"formula": "C5H7NO2", "method": "ωB97M-V with the def2-TZVPD basis set", "homo_ev": [-8.505, -9.153], "de_lowest_kcal_mol": 174.3, "multiplicity": 1, "species": ["C", "C", "C", "C", "C", "N", "O", "O", "H", "H", "H", "H", "H", "H", "H"], "coordinates": [[0.38, 0.23, 2.18], [-0.74, -2.70, 0.57], [1.05, 0.98, -1.33], [-0.34, 1.58, -0.91], [-0.91, 1.00, 0.26], [-0.24, 0.64, 1.28], [-0.25, -2.49, 1.70], [-1.18, -3.78, 0.16], [0.42, -0.31, 3.21], [0.86, -0.15, -1.35], [1.97, 1.20, -0.80], [1.25, 1.21, -2.49], [-0.25, 2.73, -0.66], [-0.94, 1.60, -1.80], [-1.09, -1.74, -0.02]]}